[1]
61
Properties=species:S:1:pos:R:3:mulliken_charge:R:1 method="wB97M-V/def2-TZVPD" energy_ev=-147498.6279 molar_mass_da=570.7 charge=+1 homo_ev=-12.1 max_force_ev_per_a=2.6
Cu 2.97296 1.09167 -2.84639 0.655
Cu 1.22564 3.57447 -2.00632 0.550
C 1.49609 0.78925 -0.33426 0.215
O 2.20293 1.85656 -0.93562 -0.634
H 1.48374 0.90210 0.75710 0.017
H 0.43135 0.81190 -0.61122 -0.258
H 1.92742 -0.18556 -0.57633 0.334
C -2.48310 -0.11926 -3.82616 -0.377
C -3.37042 -0.00011 -2.57735 -1.090
C -2.77272 1.00988 -1.62579 0.263
S -2.16694 2.31038 -2.71919 0.886
O -0.84218 2.78688 -2.32877 -0.285
O -3.20184 3.30037 -2.79263 -0.622
C -2.13694 1.31676 -4.22517 -0.799
H -3.05557 -0.59424 -4.62024 0.417
H -1.64649 -0.79104 -3.62988 0.162
H -3.53125 -0.97941 -2.12439 0.371
H -4.38311 0.26364 -2.89381 0.395
H -1.90348 0.57461 -1.12657 -0.553
H -3.39490 1.52773 -0.90139 0.603
H -1.18238 1.41252 -4.73908 0.425
H -2.90729 1.72739 -4.87541 0.367
C 0.80982 -4.42544 -1.31450 -0.855
C -0.08894 -3.30978 -0.74890 -0.590
C -1.52509 -3.51989 -1.23887 0.150
S -1.38233 -4.48539 -2.75783 1.077
O -1.95397 -3.69098 -3.81899 -0.618
O -1.80481 -5.83591 -2.53741 -0.635
C 0.40565 -4.56463 -2.78997 -0.663
H 0.74301 -5.37457 -0.77741 0.337
H 1.84897 -4.13674 -1.15020 0.397
H 0.37451 -2.42662 -1.20369 0.027
H -0.03914 -3.13533 0.32463 0.517
H -1.84323 -2.49476 -1.42991 -0.405
H -2.25273 -3.99751 -0.58859 0.488
H 0.80159 -3.63482 -3.20777 0.298
H 0.75567 -5.44933 -3.30766 0.458
O -0.89135 2.79803 4.91476 -0.555
C -0.80233 2.42414 3.78794 0.519
O -0.58578 3.32265 2.78642 -0.428
C -0.96101 2.78738 1.49280 -0.119
C -1.79678 1.57871 1.90463 -0.177
C -1.11994 1.06005 3.17884 -0.437
H 0.01077 2.58319 1.04409 0.089
H -1.57207 3.48931 0.92981 0.287
H -1.74681 0.83906 1.09520 -0.040
H -2.86271 1.75626 2.02965 0.385
H -0.22970 0.47244 2.97248 0.105
H -1.87248 0.58613 3.80020 0.371
O 6.17449 0.90300 2.71890 -0.564
C 5.12825 0.94811 3.28803 0.477
O 4.36818 -0.16128 3.47365 -0.383
C 3.10621 0.18324 4.03318 -0.129
C 3.28673 1.51996 4.75294 -0.382
C 4.39513 2.14333 3.84969 -0.445
H 2.83823 -0.58029 4.76398 0.328
H 2.31665 0.17819 3.27576 -0.051
H 3.74034 1.32192 5.72062 0.297
H 2.46237 2.22462 4.75513 0.254
H 5.04397 2.75574 4.47158 0.325
H 3.95913 2.76135 3.06568 0.247

=====

[2]
52
Properties=species:S:1:pos:R:3:mulliken_charge:R:1 method="wB97M-V/def2-TZVPD" energy_ev=-28332.8881 molar_mass_da=308.4 smiles="CCCCCCCCCCCCCCCC(=O)C(F)(F)F" charge=0 homo_ev=-10.5 max_force_ev_per_a=0.7
C -0.05991 1.06009 5.27233 -1.241
C 0.61242 -0.06035 4.48749 -0.692
C 1.12056 0.38228 3.11477 0.201
C 2.27737 1.37692 3.18922 -0.759
C 2.84700 1.72800 1.81323 -0.790
C 3.68766 0.60824 1.20246 -0.218
C 4.26548 1.01540 -0.15227 -0.705
C 5.12482 -0.07347 -0.80795 -0.845
C 4.40537 -0.96918 -1.82079 -0.835
C 3.36077 -1.92968 -1.23717 -0.749
C 1.93183 -1.39138 -1.30065 -0.083
C 0.93419 -2.38324 -0.70526 -0.790
C -0.52173 -1.94609 -0.86843 -0.922
C -0.88245 -0.75226 0.01393 0.051
C -2.34900 -0.35519 -0.14466 -1.246
C -2.62481 0.31886 -1.45014 0.488
O -1.83370 0.72559 -2.24744 -0.530
C -4.15685 0.48503 -1.71309 0.932
F -4.42159 1.16588 -2.82343 -0.247
F -4.75598 -0.71320 -1.81850 -0.266
F -4.75559 1.12426 -0.69299 -0.273
H 0.65134 1.84230 5.52322 0.314
H -0.47728 0.67335 6.19931 0.394
H -0.86715 1.50164 4.69143 0.305
H 1.44750 -0.45848 5.06826 0.320
H -0.10689 -0.87193 4.34827 0.349
H 0.29788 0.83596 2.55622 0.166
H 1.44691 -0.50437 2.56753 0.020
H 1.92736 2.29485 3.66444 0.422
H 3.07310 0.96230 3.81256 0.274
H 3.47332 2.61861 1.90816 0.367
H 2.02554 1.97810 1.13683 0.268
H 3.08151 -0.28944 1.09238 -0.176
H 4.51011 0.37058 1.88209 0.447
H 3.45714 1.29844 -0.82931 0.316
H 4.88002 1.90630 0.00084 0.552
H 5.57090 -0.69799 -0.03060 0.368
H 5.94691 0.41079 -1.34086 0.352
H 3.93361 -0.34275 -2.58084 0.377
H 5.17426 -1.56041 -2.32438 0.352
H 3.62103 -2.16789 -0.20385 0.312
H 3.39050 -2.86750 -1.79782 0.557
H 1.87012 -0.44265 -0.77067 -0.251
H 1.66801 -1.20568 -2.34434 0.463
H 1.06396 -3.34805 -1.20135 0.352
H 1.15123 -2.52985 0.35598 0.284
H -0.70275 -1.69286 -1.91444 0.360
H -1.17353 -2.78473 -0.60934 0.355
H -0.69615 -1.00683 1.05810 0.361
H -0.25903 0.10233 -0.24832 0.117
H -2.64491 0.35058 0.63955 0.409
H -3.00533 -1.22512 -0.04967 0.417

=====

[3]
56
Properties=species:S:1:pos:R:3:mulliken_spin:R:1 method="wB97M-V/def2-TZVPD" spin_multiplicity=6 energy_ev=-53107.1706 molar_mass_da=584.6 charge=+2 homo_ev="-12.6 / -15.0" max_force_ev_per_a=6.6
P -1.68498 -2.62456 -4.30497 0.119
P -1.22399 0.31308 -4.55262 0.736
C -2.14594 -1.66388 -5.84034 0.138
C -0.86288 -0.95978 -5.97464 0.111
H -2.90572 -0.90450 -5.52553 0.031
H -2.50870 -2.12491 -6.75465 -0.002
H 0.09480 -1.37762 -5.68715 0.029
H -0.68474 -0.67740 -7.01032 0.015
C -2.47761 1.57350 -5.36778 0.110
H -2.12670 2.58214 -5.06391 -0.003
H -3.50065 1.39383 -4.99582 -0.002
H -2.46103 1.52859 -6.47280 0.009
C 0.07747 1.12087 -6.00226 0.561
H -0.34054 0.87529 -7.00506 0.006
H 1.05007 0.58560 -5.87297 -0.002
H 0.13977 2.21466 -6.01458 0.000
C -3.15076 -3.55078 -4.36007 -0.022
H -3.68249 -3.27796 -3.46155 0.012
H -2.89433 -4.59527 -4.41432 -0.001
H -3.73840 -3.26994 -5.22258 0.002
C -0.25587 -3.68670 -4.63604 0.012
H 0.60731 -3.19674 -5.06995 -0.014
H -0.60407 -4.48515 -5.28094 0.004
H 0.01569 -4.10368 -3.67262 0.001
Ir -1.62485 -1.19784 -2.84374 1.588
C 1.98766 4.06782 -3.55818 0.232
C 0.94500 3.34635 -3.18307 0.325
C 1.06569 2.28764 -2.05519 0.053
C 1.98059 1.04479 -2.39564 -0.050
C 3.01341 1.23030 -3.56142 0.124
C 4.01259 2.09117 -3.77128 0.087
C 4.38200 3.35180 -3.01549 0.043
C 3.15242 4.16511 -2.52864 0.049
C -1.10978 -2.93497 -1.53271 0.343
H 2.03620 4.53730 -4.55391 -0.010
H -0.05821 3.42561 -3.61578 0.037
H 0.04127 1.89112 -2.04344 0.006
H 1.18530 2.62907 -0.99685 0.034
H 2.44950 0.62072 -1.43703 0.002
H 1.24682 0.25316 -2.81168 0.065
H 2.92496 0.32611 -4.24427 0.007
H 4.65314 1.85823 -4.63033 0.004
H 4.99662 3.96298 -3.68700 0.005
H 5.04243 3.06504 -2.17497 0.001
H 2.91810 3.56800 -1.60965 -0.003
H 3.52241 5.16902 -2.21275 0.004
H -0.03067 -2.77530 -1.27971 0.006
H -1.33824 -3.91869 -1.99628 -0.001
H -1.73843 -2.89725 -0.60878 -0.002
F -3.32772 -0.95388 -0.56877 0.008
C -2.19346 -0.24715 -0.94167 0.132
F -2.54913 1.03174 -1.34830 0.051
C -1.40345 -0.06093 0.41154 0.009
F -1.28654 -1.20250 1.11993 -0.001
F -0.14409 0.46200 0.31276 0.000
F -2.08195 0.77483 1.27369 0.002

=====

[4]
56
Properties=species:S:1:pos:R:3:mulliken_charge:R:1 method="wB97M-V/def2-TZVPD" energy_ev=-40113.7671 molar_mass_da=473.3 charge=+1 homo_ev=-11.6 max_force_ev_per_a=0.5
C 0.21577 4.21705 -0.21152 -1.207
C -0.07085 3.15449 -1.26770 -0.364
C -0.84031 1.94489 -0.79199 0.022
F -2.03080 2.28227 -0.18768 -0.341
N -0.10502 1.10198 0.17335 0.362
C 0.01625 1.19880 1.57104 0.103
C -0.62656 2.24641 2.42774 -0.524
C -1.63633 1.68101 3.45834 -0.816
O -1.41306 2.23152 4.74118 -0.477
C 0.77105 0.14916 1.97480 0.716
C 1.18418 -0.15904 3.37739 -1.328
C 0.68937 -1.50126 3.96417 -0.365
C 1.80062 -2.49815 4.27181 -1.548
I -0.38128 -1.14161 5.79366 0.169
N 1.16958 -0.54568 0.82200 0.191
C 1.95887 -1.76326 0.73242 -1.164
C 1.09482 -3.03507 0.84841 -0.529
O -0.16291 -2.79998 0.24834 -0.527
C 0.60069 0.04187 -0.22286 0.392
O 0.62171 -0.34292 -1.49486 -0.260
H -0.70019 4.57077 0.26355 0.273
H 0.69758 5.07672 -0.68247 0.447
H 0.89939 3.84521 0.55661 0.252
H -0.64067 3.57665 -2.09959 0.418
H 0.86617 2.77032 -1.68817 0.313
H -1.07359 1.28171 -1.62957 0.114
H -1.11091 2.99171 1.80418 0.116
H 0.14951 2.76859 2.99763 0.425
H -2.66025 1.87152 3.12072 0.438
H -1.52403 0.59571 3.54977 0.134
H -2.01174 2.96684 4.90370 0.333
H 2.27670 -0.10034 3.47891 0.470
H 0.78965 0.67501 3.96525 0.615
H -0.06344 -1.92929 3.29948 0.470
H 2.38872 -2.72707 3.37669 0.344
H 2.48678 -2.07169 5.00931 0.469
H 1.40350 -3.42855 4.67711 0.439
H 2.46499 -1.77097 -0.23738 0.623
H 2.74016 -1.71527 1.48810 0.438
H 1.00931 -3.36460 1.88701 0.343
H 1.60728 -3.82679 0.29126 0.399
H -0.87349 -3.06186 0.84239 0.311
H 1.46643 -0.73149 -1.76113 0.310
C -1.78378 -1.88885 -5.06677 -0.624
C -1.49635 -0.51824 -4.45504 -0.253
C -0.03251 -0.32024 -4.83246 0.015
O 0.15973 -0.99559 -6.06502 -0.439
C -0.97403 -1.82067 -6.35559 -0.470
H -2.84128 -2.07328 -5.24582 0.373
H -1.40346 -2.68112 -4.41839 0.239
H -2.11480 0.24568 -4.92996 0.291
H -1.66664 -0.47895 -3.37847 0.147
H 0.63163 -0.76594 -4.07914 -0.116
H 0.24500 0.72864 -4.95807 0.271
H -1.55072 -1.36359 -7.16483 0.279
H -0.61643 -2.79319 -6.69189 0.288